Entry 1:
DFT (ωB97M-V/def2-TZVPD) results for a cluster of 12 separate species, H24O12 in total at a distorted geometry.

```
36
Properties=species:S:1:pos:R:3:nbo_charge:R:1
O 2.55582 1.93511 1.29464 -0.98
H 2.38545 2.13634 0.37446 0.48
H 2.01832 1.16393 1.47516 0.49
O 2.49534 1.58404 -1.46356 -0.97
H 1.71965 1.05104 -1.28914 0.49
H 2.66983 1.45598 -2.39597 0.48
O -3.67174 1.31823 -0.00446 -0.94
H -3.85077 2.12274 0.48233 0.46
H -2.81758 1.46799 -0.40970 0.47
O 0.33924 0.12667 0.04431 -0.96
H -0.50639 0.57238 0.09401 0.48
H 0.12262 -0.80464 0.08886 0.48
O -1.46142 -1.59818 2.36447 -0.96
H -1.05193 -2.20766 1.75040 0.48
H -2.33123 -1.96507 2.52270 0.46
O -1.09068 2.58478 1.50861 -0.97
H -1.18585 3.46130 1.88130 0.49
H -0.76109 2.05105 2.23162 0.50
O 2.08580 -2.92260 0.32095 -0.96
H 2.52615 -2.67122 -0.49092 0.50
H 2.71395 -3.48888 0.76926 0.49
O -1.42025 2.15912 -1.18001 -0.98
H -0.86202 2.77464 -1.65512 0.49
H -1.20932 2.30629 -0.25801 0.51
O -1.77600 -1.70686 -2.19728 -0.97
H -1.08203 -1.40416 -2.78294 0.47
H -1.32099 -1.94742 -1.39022 0.48
O -0.59154 -2.78372 0.13002 -0.98
H -1.00419 -3.64700 0.15636 0.49
H 0.34669 -2.96752 0.08345 0.50
O -0.20934 0.67443 -3.04456 -0.98
H -0.89573 0.88892 -3.67629 0.47
H -0.47400 1.12255 -2.24121 0.49
O 2.25190 -0.68581 2.37826 -0.94
H 3.19878 -0.57148 2.45937 0.47
H 2.14439 -1.58524 2.06891 0.47
```

- SMILES string: O.O.O.O.O.O.O.O.O.O.O.O
- DFT total energy: -917.26458 a.u.
- Lowest unoccupied orbital energy: -0.27 eV
- Kohn-Sham gap: 0.359 Eh

---

Entry 2:
DFT (ωB97M-V/def2-TZVPD) results for a structure of composition H24O12 at a distorted geometry.

```
36
Properties=species:S:1:pos:R:3:nbo_charge:R:1
H 0.56223 -0.04881 -0.31284 0.46
H 0.38919 1.37936 -0.80317 0.49
H 2.15906 5.61485 -1.77967 0.47
H 2.37560 4.20834 -2.31341 0.47
H -3.94417 0.58461 -0.74324 0.45
H -4.98383 -0.33478 -1.36280 0.47
H -1.82537 0.04746 -2.30607 0.46
H -0.38151 -0.42399 -2.36124 0.45
H 3.31396 -1.87909 2.33006 0.47
H 4.82920 -1.98807 2.37697 0.43
H 2.33968 -0.41237 1.63121 0.44
H 1.89461 -0.39366 3.08434 0.45
H -1.92048 0.31523 0.45279 0.44
H -1.88190 0.68991 1.92526 0.49
H 0.55631 -0.31131 1.89303 0.46
H 0.09231 -1.21642 0.76365 0.45
H 0.25575 1.58804 -3.74072 0.46
H 0.52843 1.16243 -5.17408 0.48
H -2.26814 -2.96988 -0.30685 0.41
H -2.48726 -1.57501 0.25564 0.46
H 2.52436 0.88672 -0.62173 0.48
H 3.48829 0.14021 0.28581 0.45
H -2.34667 -1.85619 2.30828 0.47
H -2.33119 -3.34910 2.02362 0.46
O 0.94741 0.83169 -0.23975 -0.92
O 2.33226 4.71128 -1.49234 -0.94
O -4.77331 0.13391 -0.54733 -0.91
O -1.20921 -0.45128 -2.85435 -0.92
O 4.09925 -1.42106 2.65023 -0.91
O 2.68378 -0.41799 2.53152 -0.87
O -2.44885 0.28638 1.25839 -0.92
O -0.20129 -0.82736 1.59516 -0.92
O 0.60881 1.91412 -4.57618 -0.94
O -2.56247 -2.50785 0.48618 -0.93
O 3.33745 0.36940 -0.63816 -0.96
O -2.93115 -2.60356 2.13852 -0.87
```

- DFT total energy: -916.91292 a.u.
- Lowest unoccupied orbital energy: -1.14 eV
- Kohn-Sham gap: 0.234 Eh

---

Entry 3:
DFT (ωB97M-V/def2-TZVPD) results for a cluster of 12 separate species, H24O12 in total.

```
36
Properties=species:S:1:pos:R:3:nbo_charge:R:1
O 2.02473 -3.64729 0.63543 -1.00
H 2.40752 -2.76192 0.51340 0.51
H 2.61670 -4.10911 1.23581 0.49
O -0.29736 1.34382 2.70084 -1.01
H -0.43023 0.77535 3.46736 0.49
H -0.37701 0.72223 1.93034 0.51
O -3.77409 -1.03521 0.96126 -0.96
H -3.46253 -0.66909 0.11216 0.49
H -4.58015 -0.54965 1.15773 0.46
O 3.47408 -1.18841 0.10416 -0.98
H 3.20518 -1.00493 -0.81140 0.49
H 3.26587 -0.35930 0.56008 0.49
O -3.56868 2.56704 -1.00373 -0.98
H -2.75946 2.48002 -0.46193 0.50
H -4.28197 2.28612 -0.42442 0.46
O 1.39474 2.07951 -1.02111 -0.99
H 1.61764 1.65493 -0.16393 0.50
H 2.23954 2.27780 -1.43662 0.47
O -0.47921 -0.40138 0.65895 -1.01
H -1.27572 -0.07371 0.21666 0.49
H -0.19331 -1.18778 0.13654 0.52
O 0.13985 -2.52525 -0.97338 -0.98
H -0.57143 -3.10379 -1.26473 0.48
H 0.72281 -3.07282 -0.40469 0.52
O -2.84308 -0.13820 -1.50807 -0.96
H -2.42535 -0.97590 -1.74778 0.47
H -2.83893 0.38461 -2.31849 0.51
O 2.77805 -0.71757 -2.67852 -0.96
H 2.13291 -0.21185 -2.15950 0.48
H 2.29077 -0.95552 -3.47371 0.48
O 2.23650 1.07395 1.42034 -0.99
H 3.01686 1.42770 1.86602 0.48
H 1.52299 1.15975 2.07745 0.52
O -1.32069 2.98706 0.61326 -0.98
H -1.02632 2.64685 1.47676 0.50
H -0.58123 2.82192 0.00744 0.49
```

- SMILES string: O.O.O.O.O.O.O.O.O.O.O.O
- DFT total energy: -917.30549 a.u.
- Lowest unoccupied orbital energy: 0.08 eV
- Kohn-Sham gap: 0.394 Eh

---

Entry 4:
DFT (ωB97M-V/def2-TZVPD) results for a cluster of 12 separate species, H24O12 in total at a distorted geometry.

```
36
Properties=species:S:1:pos:R:3:nbo_charge:R:1
O -0.25280 2.65057 -0.74252 -0.96
H -0.21400 3.16187 -1.55458 0.49
H -0.90035 3.03114 -0.14449 0.47
O 4.35737 -2.11129 0.76131 -0.94
H 4.75077 -2.15295 -0.12091 0.48
H 3.44505 -2.36614 0.57126 0.48
O 2.82281 -3.73623 -1.17046 -0.92
H 2.67762 -2.78242 -1.30854 0.45
H 1.91016 -4.03909 -1.05563 0.48
O 4.88972 0.60259 1.74974 -0.87
H 4.01243 0.95124 1.95896 0.46
H 4.67145 -0.28040 1.40004 0.50
O -2.00648 -1.22440 -0.03706 -0.97
H -2.47540 -1.65576 0.69759 0.50
H -2.42088 -0.36897 -0.21739 0.51
O -2.53855 -3.11080 -1.71176 -0.95
H -2.35064 -2.15251 -1.64845 0.47
H -2.72026 -3.30145 -2.64178 0.47
O -2.39639 2.18581 1.77943 -0.96
H -2.98587 1.85689 1.09223 0.51
H -2.84301 2.78930 2.41166 0.51
O -3.59945 1.53558 -0.92584 -0.99
H -2.75146 1.85358 -0.62813 0.46
H -3.80884 1.62988 -1.85184 0.53
O 3.08037 1.86216 0.08746 -0.94
H 3.97968 2.12158 0.31520 0.50
H 3.09581 1.35420 -0.72650 0.48
O -0.67668 0.93768 3.41768 -0.33
H -0.80985 0.21817 2.71519 0.53
H -0.58533 1.82427 2.99342 0.52
O -2.37687 0.88592 -2.92681 -0.95
H -1.71396 0.22277 -2.69976 0.47
H -2.89060 0.37642 -3.57488 0.48
O -0.12340 -0.99713 1.63403 -0.98
H 0.33539 -0.25961 1.20493 0.48
H -0.58758 -1.51247 0.89720 0.53
```

- DFT total energy: -916.82993 a.u.
- Net charge: +1
- Lowest unoccupied orbital energy (alpha / beta): -3.54 / -10.45 eV
- Kohn-Sham gap (alpha / beta): 0.384 / 0.094 Eh
- 2S+1: 2

---

Entry 5:
DFT (ωB97M-V/def2-TZVPD) results for a structure of composition H24O12Xe.

```
37
Properties=species:S:1:pos:R:3:nbo_charge:R:1
Xe 0.21491 -0.15073 -0.50438 0.00
O 2.66279 -2.95490 0.37034 -0.97
H 3.60963 -2.83100 0.30417 0.47
H 2.39898 -2.40061 1.10479 0.48
O -0.72557 -0.67637 3.38371 -0.96
H -1.42379 -1.01736 2.82473 0.50
H -1.11420 -0.63962 4.25770 0.49
O 0.18152 3.79383 0.88608 -0.97
H 0.95566 3.33652 0.55774 0.45
H -0.08566 3.29129 1.65569 0.49
O 1.79520 -1.53160 2.64526 -0.97
H 0.90633 -1.33672 2.94221 0.50
H 2.20294 -0.67344 2.52898 0.46
O -2.87370 -2.04622 -0.86333 -0.95
H -2.64186 -1.77085 -1.75027 0.49
H -3.28244 -1.27440 -0.47155 0.46
O 0.36081 -4.23153 1.44722 -0.95
H -0.14621 -4.29600 0.63790 0.47
H 0.98015 -3.51964 1.28635 0.47
O -1.09115 -2.37203 -3.19512 -0.96
H -0.15413 -2.19476 -3.11267 0.47
H -1.41612 -1.68145 -3.77282 0.49
O -1.91189 0.30744 -3.98868 -0.96
H -1.23140 0.71198 -3.45063 0.49
H -1.84195 0.74819 -4.83549 0.48
O -0.13905 2.69281 -2.95034 -0.96
H -0.52879 3.51655 -3.24323 0.49
H 0.78798 2.89657 -2.82656 0.48
O 4.29796 0.55040 0.33310 -0.93
H 3.60031 1.20225 0.26515 0.47
H 4.16096 0.14042 1.18714 0.46
O -0.60217 2.12422 2.92284 -0.97
H -0.88697 1.22332 3.07608 0.50
H -0.60646 2.52817 3.79062 0.47
O -2.47794 2.67147 -1.22845 -0.96
H -1.59657 2.34970 -1.41788 0.48
H -2.33809 3.51409 -0.79639 0.47
```

- DFT total energy: -1246.61671 a.u.
- Lowest unoccupied orbital energy: -0.35 eV
- Kohn-Sham gap: 0.375 Eh

---

Entry 6:
DFT (ωB97M-V/def2-TZVPD) results for a cluster of 13 separate species, H25O13 in total at a distorted geometry.

```
38
Properties=species:S:1:pos:R:3:nbo_charge:R:1
O -3.00171 2.36089 0.38884 -1.00
H -2.02338 2.31625 0.38653 0.51
H -0.14679 -1.17333 3.39822 0.48
O 1.39497 -2.50643 0.75880 -0.98
H 0.75937 -2.96251 1.36760 0.48
H 1.27641 -1.58871 0.57074 0.50
O -0.11686 0.07183 0.99356 -1.14
H 1.35744 0.05148 0.00783 0.48
O 3.98801 -0.65973 1.15746 -0.94
H 3.07130 -0.84347 1.34734 0.47
H 4.31794 -1.43919 0.69753 0.47
O -1.11108 -1.32031 3.45257 -0.96
H -0.62403 -0.94230 -1.94389 0.45
H -1.39280 -2.14492 3.05420 0.49
O -1.49042 2.22098 -3.24102 -0.98
H -1.93789 2.23107 -2.37633 0.47
H -1.03520 1.41176 -2.89850 0.49
O -3.39182 -0.34628 1.60887 -0.96
H -4.22178 -0.44047 1.12789 0.47
H -0.61395 -0.38813 1.61260 0.49
O 1.85773 0.42233 -0.73692 -1.04
H 1.51670 1.34445 -0.86284 0.52
H -0.86363 -0.15449 -0.82942 0.49
O -1.37994 -0.46202 -1.57131 -0.96
H -3.39268 1.97859 -0.39164 0.47
H -3.36055 0.34991 2.24014 0.49
O -0.47543 1.77968 -0.74971 -1.25
H -0.32228 2.68881 -0.93163 0.47
H -0.38226 0.90779 0.28674 0.52
O 2.97831 0.09864 -3.31162 -0.95
H 2.23857 0.29330 -2.75854 0.48
H 3.43179 -0.26623 -2.54750 0.46
O -2.82052 -3.67262 1.24562 -0.94
H -3.42599 -3.22676 0.65931 0.47
H -1.97610 -3.49528 0.79624 0.47
O 3.69151 2.23095 -0.23135 -0.96
H 2.96572 1.96709 0.33750 0.48
H 4.05244 1.44624 -0.67459 0.48
```

- DFT total energy: -993.11154 a.u.
- Net charge: -1
- Lowest unoccupied orbital energy: 2.39 eV
- Kohn-Sham gap: 0.316 Eh